1.
{"formula": "C10H18InN4O", "method": "the ωB97M-V functional and the def2-TZVPD basis", "homo_lumo_gap_ev": 7.2, "de_lowest_kcal_mol": 9.4, "homo_ev": -20.05, "lumo_energy_ha": -0.472, "total_charge": 3, "e_tot_ev": -23814.181, "species": ["In", "N", "C", "C", "C", "C", "N", "H", "H", "H", "H", "H", "H", "H", "H", "H", "H", "H", "H", "O", "H", "H", "N", "C", "C", "C", "C", "N", "C", "C", "H", "H", "H", "H"], "coordinates": [[-0.869, -0.890, -0.541], [1.382, -1.593, -1.076], [2.556, -1.237, -0.209], [2.515, -1.943, 1.124], [1.368, -1.351, 1.944], [0.215, -2.331, 2.104], [-1.044, -1.748, 1.598], [1.294, -2.597, -1.220], [1.466, -1.132, -1.980], [2.595, -0.153, -0.099], [3.465, -1.519, -0.745], [3.478, -1.819, 1.617], [2.385, -3.016, 0.971], [0.992, -0.450, 1.431], [1.722, -1.011, 2.916], [0.102, -2.585, 3.161], [0.378, -3.284, 1.600], [-1.357, -0.954, 2.156], [-1.798, -2.433, 1.559], [-2.856, -1.698, -0.963], [-3.098, -2.601, -1.238], [-3.657, -1.152, -1.063], [-0.848, 6.520, -1.370], [-0.890, 5.377, -1.288], [-0.926, 3.956, -1.164], [-0.294, 3.334, -0.081], [-0.341, 1.965, 0.013], [-0.980, 1.208, -0.916], [-1.585, 1.805, -1.970], [-1.578, 3.172, -2.119], [0.226, 3.912, 0.671], [0.129, 1.458, 0.847], [-2.073, 1.172, -2.701], [-2.075, 3.622, -2.969]], "forces_ev_per_a": [[1.294, -0.288, 1.145], [-1.963, 0.643, 0.006], [0.775, -0.212, -0.191], [-0.148, 0.452, -0.134], [0.159, -0.400, 0.174], [0.136, -0.214, 0.819], [-0.470, 0.566, -1.627], [0.451, -0.061, -0.172], [0.350, -0.305, -0.183], [-0.152, -0.006, 0.006], [-0.156, -0.088, -0.263], [0.001, 0.074, -0.036], [0.100, -0.030, 0.042], [0.042, 0.080, 0.125], [-0.076, 0.027, 0.002], [-0.268, 0.037, -0.060], [-0.007, 0.124, -0.177], [-0.063, -0.223, 0.345], [-0.084, 0.032, 0.366], [0.084, -0.018, -0.185], [0.018, 0.001, -0.059], [-0.006, 0.005, -0.022], [-0.001, 0.222, -0.032], [-0.013, -0.165, 0.028], [0.044, 0.044, -0.014], [0.009, -0.120, 0.008], [-0.065, 0.315, -0.064], [0.076, -0.478, 0.222], [-0.034, 0.068, -0.071], [-0.037, -0.122, -0.004], [-0.022, 0.018, 0.005], [0.006, 0.014, -0.017], [0.005, -0.005, 0.019], [0.015, 0.013, 0.001]], "mulliken_charge": [1.6267, -0.5841, -0.6165, -0.9155, 0.6721, -0.9251, -0.5845, 0.3419, 0.3783, 0.3581, 0.4565, 0.3621, 0.3944, -0.7790, 0.5428, 0.4342, 0.4791, 0.3455, 0.3468, -0.5616, 0.3605, 0.3721, -0.1976, -0.3703, 0.8250, -0.7185, 0.0052, -0.3553, -0.1367, -0.6564, 0.5273, 0.5585, 0.4810, 0.5329]}

=====

2.
{"formula": "C10H18N2", "method": "the ωB97M-V functional and the def2-TZVPD basis", "homo_lumo_gap_ev": 9.5, "de_lowest_kcal_mol": 92.9, "homo_ev": -8.83, "smiles": "CC(C)=C(C)N(C#N)C(C)(C)C", "lumo_energy_ha": 0.023, "total_charge": 0, "e_tot_ev": -13638.085, "species": ["C", "C", "C", "C", "C", "C", "C", "C", "C", "C", "N", "N", "H", "H", "H", "H", "H", "H", "H", "H", "H", "H", "H", "H", "H", "H", "H", "H", "H", "H"], "coordinates": [[-0.973, -1.906, 0.048], [0.953, -0.412, 0.578], [2.073, -0.255, -0.156], [0.970, -0.479, 2.030], [2.321, -0.523, -1.573], [3.349, -0.049, 0.614], [-2.145, 0.007, -1.751], [-2.934, 0.283, 0.686], [-1.163, 1.796, -0.227], [-1.753, 0.256, -0.232], [-1.429, -2.965, 0.010], [-0.787, -0.674, 0.225], [0.318, -1.263, 2.464], [0.514, 0.514, 2.375], [1.967, -0.395, 2.493], [2.080, -1.575, -1.877], [3.341, -0.337, -1.736], [1.686, 0.164, -2.010], [3.142, 0.864, 1.159], [4.143, 0.190, -0.113], [3.730, -0.811, 1.258], [-2.306, -0.993, -1.930], [-2.974, 0.616, -2.166], [-1.371, 0.407, -2.411], [-2.533, 0.364, 1.712], [-3.666, -0.480, 0.586], [-3.402, 1.218, 0.493], [-1.177, 2.180, 0.737], [-0.082, 1.801, -0.486], [-1.891, 2.458, -0.799]], "forces_ev_per_a": [[-1.581, -2.799, 0.155], [-1.736, -0.254, -1.103], [-1.177, -2.417, 1.551], [-1.091, 2.377, 2.199], [-0.993, -1.742, 0.242], [0.231, 1.702, -0.728], [0.523, 2.934, 0.598], [0.667, 0.722, 1.049], [-0.619, -2.016, -1.380], [-0.071, 3.602, -2.742], [0.156, -1.364, -0.390], [6.346, 3.074, 0.580], [0.680, 0.279, -0.344], [0.150, -1.188, -0.101], [-0.445, -0.763, -0.334], [0.028, 0.967, 0.268], [1.060, 0.310, -0.907], [-1.090, 1.203, -2.217], [0.641, 0.195, 0.657], [-0.213, -0.060, 0.448], [-0.160, -0.692, 0.450], [-0.443, -2.343, -0.528], [-0.174, -0.442, 1.028], [0.606, -0.525, 0.236], [-0.428, -0.333, -0.251], [-0.337, -0.964, -0.065], [-0.841, 0.746, -0.103], [-0.164, 0.556, 2.170], [-0.902, 0.175, -0.653], [1.378, -0.941, 0.214]], "mulliken_charge": [0.6671, 0.1939, 1.2418, -1.4051, -1.2973, -1.8970, -1.6211, -1.7142, -1.4579, 1.1178, -0.7094, 0.0977, 0.3043, 0.2054, 0.4148, 0.2672, 0.4395, 0.2942, 0.4462, 0.3963, 0.3568, 0.5054, 0.3712, 0.3742, 0.3836, 0.4056, 0.4453, 0.4738, 0.3173, 0.3826]}

=====

3.
{"formula": "C10H18N2O2P", "method": "the ωB97M-V functional and the def2-TZVPD basis", "homo_lumo_gap_ev": 9.5, "homo_ev": -12.23, "smiles": "CC(C)[NH2+][P@](=O)(CN)Oc1ccccc1", "lumo_energy_ha": -0.101, "total_charge": 1, "e_tot_ev": -27019.888, "species": ["C", "C", "C", "C", "C", "C", "C", "C", "C", "C", "N", "N", "O", "O", "P", "H", "H", "H", "H", "H", "H", "H", "H", "H", "H", "H", "H", "H", "H", "H", "H", "H", "H"], "coordinates": [[2.973, 1.034, -3.717], [2.965, 1.882, -2.607], [1.951, 0.108, -3.990], [1.882, 1.786, -1.715], [0.878, 0.091, -3.085], [0.817, 0.929, -1.954], [0.481, -2.342, 1.917], [-2.041, -2.102, 2.604], [-1.251, 1.751, 1.229], [-0.724, -1.413, 2.123], [-0.996, -0.815, 0.852], [-2.574, 1.231, 1.065], [1.415, 0.556, 1.013], [-0.240, 0.842, -1.081], [0.057, 0.579, 0.451], [3.686, 0.976, -4.535], [3.765, 2.522, -2.322], [2.114, -0.470, -4.862], [1.902, 2.429, -0.807], [-0.048, -0.533, -3.231], [0.234, -2.961, 1.086], [1.156, -1.575, 1.462], [0.916, -2.737, 2.783], [-2.166, -3.035, 2.003], [-2.902, -1.507, 2.590], [-1.854, -2.489, 3.639], [-1.139, 2.794, 0.888], [-1.164, 1.894, 2.350], [-0.543, -0.580, 2.904], [-1.062, -1.598, 0.111], [-3.302, 1.486, 1.724], [-3.123, 1.407, 0.200], [-2.061, -0.140, 0.914]], "forces_ev_per_a": [[-0.302, -0.552, -0.794], [-1.226, -1.393, -0.005], [-0.149, 1.957, 2.468], [0.244, 0.981, 0.609], [-1.874, -0.835, -0.052], [2.803, -0.287, -2.479], [-0.350, 3.656, -1.386], [2.756, -2.479, 0.462], [1.161, 1.706, 1.494], [-1.021, -0.404, 3.401], [-1.123, 0.431, -3.391], [-2.469, -1.413, -1.720], [-1.135, 0.027, -0.614], [-0.677, -0.446, 1.002], [-1.480, 0.946, 1.770], [0.700, 0.760, 0.679], [0.526, 0.448, -0.237], [-0.659, -0.755, -0.505], [-0.092, -0.567, -0.765], [1.215, 0.399, -0.057], [-0.079, -1.358, -0.151], [0.433, -1.120, 0.621], [0.378, -0.957, 1.010], [-0.268, 0.726, 0.221], [-1.194, 0.984, -0.085], [-0.316, 0.497, -0.783], [0.173, -0.516, -0.405], [0.645, -0.621, -1.182], [0.203, -1.102, -1.356], [0.115, 1.693, 1.198], [0.695, -0.025, 0.871], [1.361, 0.100, 0.053], [1.009, -0.479, 0.107]], "mulliken_charge": [-0.1730, -1.0006, -0.7663, 0.2810, -0.1128, 0.3262, -1.2026, -1.3917, -0.8665, 0.1486, -0.3536, -0.4943, -0.6908, -0.2941, 0.9061, 0.3225, 0.3998, 0.4362, 0.2886, 0.2928, 0.3808, 0.3225, 0.4272, 0.3159, 0.4493, 0.3742, 0.4417, 0.3725, 0.2896, 0.4391, 0.2719, 0.2558, 0.6041]}

=====

4.
{"formula": "C10H18N2O5", "method": "the ωB97M-V functional and the def2-TZVPD basis", "homo_lumo_gap_ev": 9.7, "de_lowest_kcal_mol": 21.5, "homo_ev": -9.37, "smiles": "CC(C)[C@H](N)C(=O)N[C@@H](CCC(=O)O)C(=O)O", "lumo_energy_ha": 0.011, "total_charge": 0, "e_tot_ev": -23880.860, "species": ["C", "C", "C", "C", "C", "C", "C", "C", "C", "C", "H", "H", "H", "H", "H", "H", "H", "H", "H", "H", "H", "H", "H", "H", "H", "H", "H", "H", "N", "N", "O", "O", "O", "O", "O"], "coordinates": [[1.750, -1.137, -0.250], [0.460, -0.500, -0.821], [2.701, -0.048, 0.370], [3.778, -0.734, 1.192], [3.312, 0.983, -0.628], [-1.529, 0.774, -0.164], [-1.109, 2.210, -0.417], [-2.739, 0.666, 0.801], [-3.256, -0.786, 1.016], [-4.037, -1.328, -0.177], [2.684, -1.427, -1.968], [1.853, -2.703, -1.517], [1.402, -1.674, 0.631], [2.057, 0.598, 1.038], [3.300, -1.509, 1.800], [4.355, 0.010, 1.833], [4.583, -1.199, 0.557], [4.003, 1.585, -0.083], [3.811, 0.438, -1.440], [2.506, 1.595, -1.061], [-0.007, -0.061, 1.117], [-1.838, 0.378, -1.133], [-2.415, 1.089, 1.782], [-3.537, 1.316, 0.485], [-2.444, -1.429, 1.310], [-3.863, -0.821, 1.947], [-5.485, -0.260, 0.483], [-1.600, 3.759, -1.358], [2.463, -1.973, -1.132], [-0.385, -0.066, 0.158], [0.240, -0.427, -2.028], [-0.134, 2.656, 0.120], [-3.650, -2.159, -0.941], [-5.236, -0.692, -0.354], [-1.993, 2.877, -1.170]], "forces_ev_per_a": [[-0.415, 1.655, 1.054], [0.683, -0.222, -0.840], [-0.685, 1.177, -0.081], [1.443, 0.432, 0.158], [-1.388, -1.534, -0.364], [-0.548, -1.020, -1.083], [-0.237, -0.809, 1.238], [1.110, -0.256, 1.041], [-0.107, 0.508, 0.818], [0.197, 0.390, 0.308], [0.116, -0.103, 0.252], [0.245, 0.223, 0.391], [0.077, -0.548, 0.041], [0.592, -0.792, -0.329], [0.441, 0.087, 0.157], [-0.964, -0.861, -0.525], [-1.034, 0.234, 0.427], [0.552, 0.550, 0.160], [0.156, 0.318, 0.140], [0.375, -0.049, 0.110], [-0.398, 0.161, -0.937], [-0.224, 0.077, -0.138], [-0.191, -0.425, -0.441], [-0.244, 0.235, -0.447], [0.471, -0.378, -0.558], [-0.185, 0.292, -0.660], [0.121, -0.062, -0.520], [-0.387, -0.512, 0.215], [0.050, -0.814, -1.570], [-0.403, 0.430, 1.113], [-0.036, 0.164, 1.194], [0.234, 0.781, -0.505], [-0.161, 0.211, 0.101], [0.061, -0.286, 0.390], [0.684, 0.746, -0.311]], "mulliken_charge": [-0.3686, 0.1313, 0.7442, -1.4715, -1.5028, -0.0109, 0.1602, -0.8002, -0.8241, 0.5956, 0.2846, 0.3448, 0.4853, 0.1841, 0.3906, 0.3533, 0.2921, 0.4599, 0.3374, 0.2805, 0.4186, 0.3535, 0.3987, 0.4990, 0.3256, 0.3567, 0.3682, 0.3807, -0.6459, 0.1397, -0.6772, -0.5395, -0.5109, -0.4782, -0.4551]}